# C5H8ClF

The molecule C5H8ClF (wB97M-V/def2-TZVPD, the OMol25 dataset).

The SMILES is F[C@H]1CC[C@H](Cl)C1. The total charge is 0. The calculation puts the energy above the lowest of the compared OMol25 structures with the same formula, charge and spin at 70.43 kJ/mol. The frontier orbital gap comes out at 11.79 eV. The HOMO energy comes out at -10.9 eV.

Structure (XYZ):
```
15
Properties=species:S:1:pos:R:3:forces:R:3
C -1.398 -0.312 -0.551 1.14 -1.24 1.33
C -0.812 1.040 -0.597 -0.40 2.68 0.02
C 0.120 1.260 0.662 -1.45 -0.89 -0.91
C 0.754 -0.085 0.777 -1.32 -0.79 -1.97
C -0.424 -0.983 0.472 -0.74 -1.07 -0.43
H -1.497 -0.742 -1.542 0.16 -0.28 0.04
H -1.644 1.763 -0.809 0.99 -0.16 0.51
H -0.181 1.037 -1.450 0.63 0.20 -0.96
H -0.517 1.532 1.472 -0.40 -0.31 1.05
H 0.929 1.902 0.720 1.10 2.24 -0.96
H 1.100 -0.428 1.682 1.25 -0.08 2.16
H -1.042 -0.946 1.401 0.55 -0.43 -0.46
H -0.110 -1.995 0.239 -0.27 -0.27 0.06
F -2.675 -0.378 0.013 -0.18 0.34 -0.04
Cl 2.212 -0.250 -0.377 -1.06 0.07 0.56
```
Positions in Å, forces in eV/Å.

# C5H8ClF

A 2-piece molecular cluster, C5H8ClF overall (wB97M-V/def2-TZVPD, the OMol25 dataset).

The SMILES is C=C(C)Cl.C=CF. The total charge is 0. The calculation puts the energy above the lowest of the compared OMol25 structures with the same formula, charge and spin at 238.84 kJ/mol. The frontier orbital gap comes out at 10.61 eV. The HOMO energy comes out at -9.7 eV.

Structure (XYZ):
```
15
Properties=species:S:1:pos:R:3:forces:R:3
C 1.800 0.801 -1.282 0.14 -0.33 -1.16
C 2.149 0.421 -0.058 -0.04 0.53 -3.44
C -1.208 0.322 1.658 1.01 3.01 -0.78
C -1.438 -1.337 -0.262 0.15 2.03 0.37
C -1.366 -0.013 0.399 -0.53 0.97 -0.72
F 3.224 -0.361 0.106 -0.11 0.04 0.59
Cl -1.759 1.397 -0.633 0.16 -0.59 -0.29
H 2.445 0.411 -2.077 -0.22 0.16 0.06
H 0.929 1.405 -1.658 1.01 -0.65 1.21
H 1.610 0.780 0.732 -0.74 0.22 2.72
H -1.040 1.434 1.804 -0.70 -1.52 0.35
H -0.954 -0.305 2.441 0.28 -1.42 1.24
H -1.105 -2.010 0.434 0.78 -2.04 1.74
H -2.437 -1.512 -0.475 -1.97 -0.61 -0.67
H -0.852 -1.434 -1.128 0.78 0.20 -1.21
```
Positions in Å, forces in eV/Å.